Entry 1:
{"formula": "C12H32As6F36N2O2", "method": "ωB97M-V/def2-TZVPD", "homo_energy_ev": -1.86, "energy_ha": -17746.77288, "spin_multiplicity": 1, "charge": -4, "elements": ["C", "C", "N", "C", "C", "C", "C", "C", "O", "C", "H", "H", "H", "H", "H", "H", "H", "H", "H", "H", "H", "H", "H", "H", "H", "H", "H", "H", "H", "H", "C", "C", "C", "O", "C", "N", "H", "H", "H", "H", "H", "H", "H", "H", "H", "H", "H", "H", "As", "F", "F", "F", "F", "F", "F", "As", "F", "F", "F", "F", "F", "F", "As", "F", "F", "F", "F", "F", "F", "As", "F", "F", "F", "F", "F", "F", "As", "F", "F", "F", "F", "F", "F", "As", "F", "F", "F", "F", "F", "F"], "xyz": [[1.1164, -7.3248, -2.6690], [1.9665, -6.1079, -2.2416], [1.7914, -4.7712, -2.9600], [2.0168, -4.9714, -4.4707], [0.3902, -4.2154, -2.6817], [-0.1187, -2.8551, -3.3193], [2.7827, -3.6413, -2.3217], [4.1857, -4.1558, -2.0925], [4.6360, -4.6405, -3.3324], [5.9041, -5.2475, -3.5116], [1.5152, -7.7939, -3.5685], [0.0847, -6.9755, -2.7085], [1.1801, -8.1527, -1.9630], [3.0151, -6.3453, -2.4210], [1.8621, -5.9393, -1.1698], [1.9910, -3.9190, -4.7531], [1.2811, -5.5490, -5.0304], [2.9612, -5.4338, -4.7579], [0.2206, -4.2280, -1.6051], [-0.3216, -4.9685, -3.0199], [-0.1794, -2.9081, -4.4063], [0.5589, -2.0051, -3.2393], [-1.0787, -2.5503, -2.9026], [2.3912, -3.3413, -1.3497], [2.7902, -2.8225, -3.0412], [4.2946, -4.9971, -1.4080], [4.7839, -3.3186, -1.7330], [6.4053, -5.5613, -2.5960], [6.5468, -4.4937, -3.9663], [5.9238, -6.1236, -4.1598], [-0.0786, 1.5853, 3.1916], [-0.4190, 1.4506, 1.6413], [-1.1305, 0.0754, 1.4118], [-1.7483, -0.0411, 0.0993], [-0.8324, -0.0510, -1.0097], [-1.2699, 2.6200, 1.1147], [-2.2304, 2.4867, 1.3972], [-0.9492, 3.5457, 1.3604], [-1.2426, 2.5498, 0.1075], [0.3820, 2.5673, 3.2995], [0.5977, 0.7832, 3.4872], [-0.8955, 1.4884, 3.9067], [0.4287, 1.6159, 0.9763], [-1.9050, 0.1016, 2.1783], [-0.4061, -0.7176, 1.5977], [0.0111, -0.6828, -0.7315], [-0.3832, 0.9276, -1.1796], [-1.3652, -0.4597, -1.8683], [-1.1645, -1.8114, 5.7359], [-2.1934, -0.7399, 6.7215], [-2.4841, -3.1325, 5.8341], [-0.1037, -2.8394, 4.6578], [0.1278, -0.4737, 5.6723], [-0.4838, -2.6356, 7.2116], [-1.8767, -1.2445, 4.1917], [2.7588, 1.0542, -3.0793], [2.7671, 2.7736, -2.6378], [4.5265, 0.8689, -2.7089], [2.7590, -0.6742, -3.6125], [1.0746, 1.1766, -3.5696], [3.1116, 1.4195, -4.8785], [2.4033, 0.6344, -1.3529], [-0.8510, 6.6874, 0.6286], [-2.1254, 5.9718, -0.5216], [0.1686, 7.1594, -0.7542], [0.2995, 7.4293, 1.7865], [-1.8218, 6.2271, 2.0697], [0.0656, 5.1142, 0.7654], [-1.7906, 8.2701, 0.6926], [-3.6938, 2.9908, -2.4102], [-3.0933, 2.4962, -0.8480], [-3.1872, 1.3491, -3.0103], [-4.2389, 3.6365, -4.0271], [-4.0685, 4.6055, -1.7487], [-2.0753, 3.6606, -2.9277], [-5.3167, 2.4297, -2.0252], [-4.8101, 3.4569, 2.8578], [-6.1214, 4.5270, 2.4500], [-3.7617, 4.8189, 3.6206], [-3.5930, 2.3424, 3.3003], [-5.8106, 2.1807, 2.0868], [-3.8699, 3.8229, 1.3972], [-5.5513, 3.1719, 4.5060], [-0.4856, 5.5511, 6.0740], [-1.5673, 6.3887, 7.2870], [-1.7485, 4.2257, 5.6972], [0.5691, 4.8918, 4.7644], [0.8303, 6.7300, 6.4089], [0.2303, 4.4182, 7.2921], [-1.2651, 6.5825, 4.8222]], "forces_ev_per_angstrom": [[0.2, 0.9, 0.0], [0.9, -0.3, 0.3], [-0.2, -0.2, 0.5], [0.1, 1.4, 0.4], [-1.6, 0.4, -0.6], [1.6, -0.4, -0.3], [0.0, -1.6, -0.5], [0.5, -0.6, -0.5], [0.0, -0.7, -1.4], [0.7, 1.0, 0.5], [-0.5, 0.5, -0.5], [-0.1, -0.6, -0.4], [0.0, 0.5, 0.5], [0.0, 0.0, 0.1], [-0.2, 0.3, -0.1], [0.2, -0.3, -0.9], [-0.7, 0.2, 0.9], [0.2, 0.4, 0.9], [0.6, 0.3, 0.1], [0.2, -0.2, -0.3], [-0.5, -0.5, -0.1], [0.2, 0.0, 0.8], [0.1, -0.3, 0.1], [-0.5, 0.0, -0.3], [-0.1, 0.1, 0.2], [-0.4, 0.2, 0.7], [0.0, 0.2, 0.1], [-0.3, 0.1, 0.4], [0.2, 0.0, -0.1], [-0.8, 0.0, -0.2], [0.2, 0.3, -1.7], [-0.2, 0.3, 0.9], [-0.2, 2.1, -1.1], [0.5, -0.2, 0.6], [-0.2, -0.1, 1.6], [0.1, -2.2, 0.6], [-0.8, 0.5, 0.2], [0.3, 0.7, 0.4], [-0.5, 0.3, -0.4], [0.1, -0.1, 0.4], [0.3, 0.1, -0.2], [-0.5, 0.2, -0.6], [0.7, -0.6, 0.6], [-0.3, -0.7, -0.4], [0.0, -0.1, 0.0], [0.3, -0.4, -0.2], [-0.3, 0.1, -0.5], [0.0, 0.5, 0.0], [-0.2, 0.1, -0.5], [1.1, -1.2, -1.0], [1.7, 1.5, -0.4], [-0.9, 0.7, 1.4], [-1.8, -2.3, 0.3], [-0.3, 1.2, -1.5], [0.5, -0.3, 1.7], [0.3, 1.4, -0.9], [0.3, -1.8, -0.6], [-1.7, 0.2, -0.5], [-0.1, 0.4, 0.8], [1.0, -0.5, 0.9], [0.2, -0.3, 2.3], [0.2, 0.0, -2.1], [-2.3, 0.2, 1.6], [2.4, 1.1, 1.8], [-0.9, -0.2, 1.0], [-0.4, -0.5, -1.4], [1.1, 0.0, -2.0], [-0.8, 1.1, -0.4], [1.2, -1.4, -0.8], [1.1, 2.5, -0.6], [-0.1, 0.0, -0.7], [-0.8, 1.4, 0.0], [0.0, -1.4, 1.1], [0.0, -1.7, -0.6], [-1.4, -1.2, 0.8], [0.9, 0.0, -0.6], [0.7, 2.4, 1.6], [0.4, 0.1, 0.1], [-2.2, -2.0, -1.0], [0.5, -1.0, -0.1], [1.0, 0.6, 0.6], [-1.2, -0.6, 0.6], [0.3, 0.2, -1.8], [-1.6, -0.9, -2.1], [1.4, -1.2, -0.8], [2.0, 2.1, 1.0], [-0.8, 0.3, 1.4], [-1.1, -0.7, 0.1], [-0.7, 1.3, -0.9], [1.1, -0.9, 1.7]]}

---

Entry 2:
{"formula": "C12H32B2InNO8PS2", "method": "ωB97M-V/def2-TZVPD", "homo_energy_ev": -3.33, "energy_ha": -2510.65478, "spin_multiplicity": 1, "charge": -1, "elements": ["C", "C", "O", "In", "B", "C", "O", "B", "N", "O", "P", "C", "O", "H", "H", "H", "H", "H", "H", "H", "H", "H", "H", "H", "H", "H", "H", "H", "H", "C", "C", "C", "S", "O", "O", "C", "H", "H", "H", "H", "H", "H", "H", "H", "C", "C", "C", "S", "O", "O", "C", "H", "H", "H", "H", "H", "H", "H", "H"], "xyz": [[1.9995, -5.1439, -0.5899], [0.6585, -4.2286, -0.8527], [-0.4764, -4.6744, 0.0220], [-2.2555, -3.9355, -0.8669], [-1.6722, -1.8712, -1.7373], [-1.4258, -1.5982, -3.3421], [-1.5674, -0.7852, -0.6990], [-3.8695, -3.4489, 0.7196], [-5.1167, -2.7513, 0.1593], [-3.6757, -3.7656, 2.1507], [-3.2919, -5.4961, -2.5733], [-1.9510, -6.6379, -3.4057], [-3.9579, -4.6114, -3.9599], [2.6176, -4.6535, 0.3054], [1.6843, -6.2297, -0.2274], [2.6938, -5.2730, -1.5335], [0.3622, -4.2730, -2.0070], [0.9181, -3.0824, -0.6447], [-2.4331, -1.6555, -3.9518], [-1.0036, -0.4848, -3.4296], [-0.5690, -2.2857, -3.7776], [-1.7990, 0.0994, -1.1091], [-5.9310, -3.4016, 0.0991], [-5.3430, -1.8826, 0.6917], [-4.5747, -4.0920, 2.4612], [-0.9092, -6.1768, -3.1367], [-2.1143, -7.7373, -3.0209], [-2.1042, -6.6011, -4.5827], [-4.9625, -4.7714, -3.9920], [0.3992, 0.3617, 3.6199], [-0.1139, 1.7436, 4.0220], [0.2564, 2.7141, 2.9018], [0.3279, 1.7439, 1.4034], [1.6954, 1.7308, 0.9279], [-0.7867, 2.1026, 0.5493], [-0.0185, 0.1726, 2.1692], [-0.0082, -0.4253, 4.2613], [1.4923, 0.3347, 3.7027], [-1.2044, 1.7091, 4.1347], [0.3048, 2.0678, 4.9798], [-0.4921, 3.5024, 2.7887], [1.2425, 3.1573, 3.0659], [0.5346, -0.6201, 1.6627], [-1.0946, -0.0084, 2.0897], [4.2825, 6.6831, -0.2279], [3.8706, 5.2988, -0.7264], [2.7842, 4.7776, 0.2127], [1.9555, 6.2188, 0.8667], [2.2080, 6.2890, 2.2906], [0.6188, 6.2933, 0.3115], [2.9835, 7.4244, 0.0509], [4.8978, 7.2124, -0.9613], [4.8649, 6.5852, 0.6960], [3.4699, 5.3819, -1.7440], [4.7223, 4.6124, -0.7644], [2.0612, 4.1518, -0.3165], [3.2129, 4.2232, 1.0521], [3.1161, 8.2975, 0.6921], [2.4867, 7.7125, -0.8803]], "forces_ev_per_angstrom": [[-0.1, -0.2, 0.8], [-0.5, -0.2, 0.2], [2.3, 0.8, -2.2], [0.3, 1.0, 0.5], [0.4, 1.1, 0.9], [0.6, 1.8, -0.1], [-1.0, -0.6, -3.2], [0.1, -0.4, 1.0], [0.3, -0.5, 1.4], [-2.3, -0.1, -2.0], [-0.8, -1.2, -1.4], [0.3, 0.4, -0.6], [-1.4, -0.6, 0.7], [-1.2, -1.1, -2.0], [0.5, 2.3, -0.8], [-1.4, 0.5, 1.8], [0.6, -0.1, 2.2], [-0.4, -2.2, -0.4], [2.1, -0.2, 1.1], [-0.9, -2.0, -0.2], [-2.0, 1.1, 0.8], [0.8, -1.2, 0.6], [0.7, 0.9, 0.1], [-0.2, -1.1, -0.4], [1.4, 0.9, -0.2], [-1.7, -1.4, -0.6], [0.6, 2.2, -0.8], [0.3, -0.1, 2.5], [2.6, 0.2, 0.3], [0.2, -0.1, 0.2], [-0.2, 0.0, 0.3], [0.0, 0.6, 0.5], [-0.7, -0.5, -0.3], [-0.2, 0.3, -0.2], [0.7, 0.2, 0.0], [0.0, -0.5, 0.2], [0.1, 0.1, -0.1], [-0.1, 0.0, 0.0], [0.2, 0.0, 0.0], [-0.1, 0.0, -0.1], [0.2, -0.1, -0.2], [-0.1, 0.0, -0.1], [-0.2, 0.2, -0.1], [0.2, 0.0, -0.2], [0.3, 0.0, 0.0], [0.2, -0.1, -0.3], [0.2, -0.6, -0.2], [-0.5, -0.1, -0.3], [-0.3, 0.0, -0.2], [0.4, 0.1, 0.6], [0.4, 0.5, -0.2], [-0.1, 0.0, 0.1], [-0.1, 0.1, -0.1], [0.1, 0.0, 0.1], [-0.2, 0.1, 0.0], [0.0, 0.1, 0.3], [-0.2, 0.1, -0.1], [-0.2, -0.1, 0.0], [0.0, -0.1, 0.2]]}

---

Entry 3:
{"formula": "C12H32B4F22N4O4P", "method": "ωB97M-V/def2-TZVPD", "homo_energy_ev": -6.71, "energy_ha": -3635.18797, "spin_multiplicity": 1, "charge": -1, "elements": ["C", "C", "O", "N", "H", "H", "C", "H", "H", "H", "H", "H", "H", "C", "C", "O", "N", "H", "H", "C", "H", "H", "H", "H", "H", "H", "C", "C", "O", "N", "H", "H", "C", "H", "H", "H", "H", "H", "H", "C", "C", "O", "N", "H", "H", "C", "H", "H", "H", "H", "H", "H", "P", "F", "F", "F", "F", "F", "F", "B", "F", "F", "F", "F", "B", "F", "F", "F", "F", "B", "F", "F", "F", "F", "B", "F", "F", "F", "F"], "xyz": [[-1.3435, 2.9705, -2.4707], [-0.1622, 3.5660, -1.7984], [0.2882, 3.0847, -0.7583], [0.5929, 4.5608, -2.6478], [1.3654, 4.1567, -3.1578], [0.0758, 4.8811, -3.4542], [1.0986, 5.7713, -1.8889], [-2.1665, 3.6838, -2.4274], [-1.6702, 2.0060, -2.0819], [-1.1741, 2.8530, -3.5411], [0.2110, 6.2363, -1.4597], [1.7116, 6.3958, -2.5387], [1.7440, 5.3372, -1.1253], [-3.4671, 4.5700, 3.4815], [-2.0379, 4.0978, 3.7287], [-1.4715, 4.1998, 4.8029], [-1.1891, 3.5550, 2.5076], [-1.7578, 2.8649, 2.0380], [-1.1389, 4.3098, 1.8384], [0.1845, 3.0585, 2.9307], [-4.1040, 4.1349, 4.2516], [-3.9297, 4.3436, 2.5209], [-3.4732, 5.6432, 3.6721], [0.7197, 3.0617, 1.9812], [0.0603, 2.0669, 3.3659], [0.6500, 3.7637, 3.6192], [-1.2136, -0.4581, 0.6819], [-0.5255, -1.2129, -0.4249], [0.1978, -0.6299, -1.1993], [-0.6006, -2.7311, -0.4116], [-0.2427, -3.1318, 0.4436], [-1.5808, -2.9743, -0.4214], [-0.0083, -3.3134, -1.7317], [-1.1967, 0.5528, 0.2745], [-0.4647, -0.6753, 1.4436], [-2.2004, -0.8165, 0.9749], [1.0281, -3.3569, -1.3968], [-0.2156, -2.6779, -2.5926], [-0.3490, -4.3423, -1.8474], [3.5888, 1.3496, -0.4210], [3.0659, 0.6671, 0.8178], [1.9658, 0.7718, 1.3214], [4.1742, -0.0253, 1.5670], [4.3465, -0.9221, 1.1356], [5.0442, 0.4874, 1.5467], [3.7733, -0.1748, 3.0445], [4.0396, 2.2812, -0.0787], [2.8087, 1.6415, -1.1241], [4.2680, 0.8197, -1.0888], [3.6233, 0.7927, 3.5234], [4.5789, -0.6942, 3.5635], [2.9456, -0.8786, 3.1327], [0.5512, -5.0235, -5.2778], [-1.1012, -4.8957, -5.2352], [0.5921, -3.5505, -4.5604], [0.5341, -5.7805, -3.8523], [2.1663, -5.1733, -5.2985], [0.4158, -6.4550, -6.1054], [0.4582, -4.2076, -6.6974], [-0.7421, -4.7269, 2.3577], [-0.2602, -3.4220, 2.5708], [-2.1236, -4.6940, 2.3911], [-0.4216, -5.0752, 1.0550], [-0.2195, -5.6361, 3.1945], [-3.6391, 1.5872, 1.6133], [-4.1711, 0.4635, 1.0019], [-2.7249, 1.2871, 2.5699], [-2.9947, 2.4078, 0.7628], [-4.7325, 2.2418, 2.1584], [3.2205, -3.0318, 0.1034], [3.0513, -4.4129, -0.0872], [2.1630, -2.6473, 0.9480], [4.4776, -2.8256, 0.6387], [3.0906, -2.3578, -1.0752], [-3.6138, -3.9354, -1.0798], [-3.7988, -3.0545, -0.0454], [-2.4588, -4.6021, -0.7451], [-4.6383, -4.7753, -1.1724], [-3.5472, -3.2255, -2.2548]], "forces_ev_per_angstrom": [[-0.5, 0.7, -0.7], [0.2, -4.8, 2.6], [-0.3, 3.2, -3.0], [0.7, 1.6, -0.1], [0.8, -1.0, 0.4], [-1.2, 0.1, 0.0], [0.2, -1.0, 0.3], [-0.3, 0.1, 0.2], [0.3, 0.2, 0.4], [0.3, -0.1, -0.2], [0.4, 0.3, -0.1], [-0.4, 0.1, 0.0], [-0.2, 0.3, 0.2], [0.5, -0.2, -0.1], [0.6, 0.5, 2.3], [-1.1, -0.5, -3.1], [0.1, 1.1, 2.4], [-0.6, -1.3, -0.4], [0.2, 0.4, -0.2], [-0.8, 0.4, -1.0], [0.2, -0.2, 0.0], [0.4, -0.2, 0.0], [0.1, 0.1, -0.1], [0.3, -0.5, 0.3], [0.1, 0.1, -0.2], [-0.3, -0.1, 0.0], [0.4, -1.1, -1.1], [0.7, -0.5, 0.1], [-0.6, -0.7, 0.2], [-0.5, 2.3, -2.9], [0.6, -0.7, 0.8], [-1.1, -0.6, 0.4], [0.9, -0.4, 2.1], [-0.1, 0.2, 0.7], [-0.2, 0.5, 0.8], [0.1, -0.1, -0.1], [0.2, 0.0, -1.2], [0.0, -0.1, 0.5], [-0.4, 0.4, 0.1], [-0.6, 0.2, -0.8], [-2.1, 0.8, 0.0], [3.0, -0.3, -1.2], [-1.5, 0.7, 2.3], [0.1, -1.9, -0.5], [0.2, 0.3, -0.4], [0.7, -1.2, -0.1], [0.3, 0.0, 0.1], [-0.5, -0.2, 0.5], [0.3, -0.5, 0.7], [-0.2, -0.1, -0.5], [0.3, 0.2, -0.3], [-0.3, 0.5, -0.4], [-2.1, -0.2, -0.4], [0.7, -0.6, 0.2], [0.8, -0.4, 0.3], [0.0, 0.2, -0.3], [-0.4, 0.7, -0.4], [0.2, 0.9, 0.6], [1.0, -0.4, -0.1], [-1.3, 0.1, -1.5], [0.6, 1.1, 0.4], [-0.9, 0.2, 0.8], [1.0, 0.0, -1.3], [0.9, -1.0, 1.8], [-3.5, -2.6, 0.1], [0.7, 0.0, -0.3], [1.7, -0.4, 2.1], [1.7, 2.5, -2.6], [-0.5, 1.2, 0.8], [-2.1, -3.2, -0.4], [0.4, 0.4, -0.1], [0.3, 1.3, 0.8], [1.4, 1.6, 1.2], [0.4, 1.4, -1.0], [0.1, 0.2, 0.2], [-0.3, 2.0, 1.5], [1.5, -0.7, -0.5], [-2.3, -2.1, -0.1], [0.9, 1.0, -1.4]]}

---

Molecular weight readings, ordered: 1369.86; 549.94; 788.59 g mol⁻¹